Run one
{
  "formula": "C24H60N4O8",
  "method": "ωB97M-V with the def2-TZVPD basis set",
  "species": ["C", "O", "C", "C", "N", "C", "C", "O", "C", "H", "H", "H", "H", "H", "H", "H", "H", "H", "H", "H", "H", "H", "H", "H", "C", "O", "C", "C", "N", "C", "C", "O", "C", "H", "H", "H", "H", "H", "H", "H", "H", "H", "H", "H", "H", "H", "H", "H", "C", "O", "C", "C", "N", "C", "C", "O", "C", "H", "H", "H", "H", "H", "H", "H", "H", "H", "H", "H", "H", "H", "H", "H", "C", "O", "C", "C", "N", "C", "C", "O", "C", "H", "H", "H", "H", "H", "H", "H", "H", "H", "H", "H", "H", "H", "H", "H"],
  "coordinates": [[3.718, 1.650, 2.387], [3.175, 0.823, 3.401], [2.700, 1.542, 4.539], [2.431, 0.442, 5.667], [1.704, -0.782, 5.022], [1.830, -1.954, 5.755], [0.748, -2.986, 5.205], [0.937, -3.549, 3.935], [0.263, -4.753, 3.769], [4.720, 2.000, 2.633], [3.044, 2.498, 2.262], [3.590, 1.152, 1.426], [1.793, 2.079, 4.262], [3.456, 2.199, 4.968], [1.789, 0.963, 6.377], [3.355, 0.166, 6.175], [2.208, -0.866, 4.151], [1.734, -1.766, 6.825], [2.897, -2.165, 5.693], [-0.277, -2.615, 5.216], [0.663, -3.807, 5.917], [0.528, -5.222, 2.822], [-0.822, -4.653, 3.793], [0.513, -5.485, 4.536], [-5.081, 0.970, 6.310], [-3.961, 0.643, 5.535], [-2.626, 0.890, 6.035], [-1.234, 0.519, 5.420], [-0.940, 0.872, 4.051], [-1.903, 0.354, 3.170], [-1.597, 0.747, 1.750], [-0.344, 0.147, 1.438], [-0.131, -1.317, 1.509], [-5.043, 0.563, 7.321], [-5.774, 0.329, 5.765], [-5.384, 2.010, 6.188], [-2.512, 0.467, 7.033], [-2.638, 1.913, 6.412], [-1.085, -0.557, 5.504], [-0.480, 0.978, 6.059], [-0.001, 0.610, 3.788], [-2.924, 0.715, 3.294], [-2.051, -0.702, 3.394], [-1.653, 1.836, 1.742], [-2.419, 0.547, 1.063], [-0.337, -1.601, 2.541], [0.923, -1.534, 1.340], [-0.765, -1.901, 0.842], [0.453, 3.215, -0.041], [1.219, 4.100, -0.878], [2.578, 3.577, -1.010], [2.577, 2.330, -1.850], [1.669, 2.466, -3.053], [2.342, 3.080, -4.183], [1.370, 3.390, -5.382], [1.249, 2.335, -6.315], [0.090, 2.237, -7.226], [-0.387, 3.832, 0.279], [1.020, 2.811, 0.797], [0.003, 2.449, -0.673], [2.977, 3.200, -0.068], [3.063, 4.422, -1.497], [2.102, 1.541, -1.268], [3.547, 2.052, -2.262], [0.833, 2.881, -2.666], [3.051, 2.361, -4.594], [2.848, 3.999, -3.888], [1.868, 4.137, -6.000], [0.387, 3.753, -5.084], [0.096, 2.999, -8.005], [-0.863, 2.287, -6.699], [0.132, 1.258, -7.703], [-0.338, -0.885, -2.510], [-0.567, -1.237, -3.912], [0.175, -0.431, -4.732], [0.228, -1.074, -6.149], [-1.068, -1.563, -6.741], [-1.484, -2.829, -6.282], [-3.076, -2.911, -6.358], [-3.428, -4.207, -6.690], [-3.082, -5.141, -5.629], [-0.733, -1.603, -1.791], [-0.915, 0.013, -2.289], [0.706, -0.729, -2.240], [1.167, -0.106, -4.415], [-0.382, 0.475, -4.972], [0.946, -1.877, -5.979], [0.742, -0.394, -6.829], [-1.821, -0.890, -6.722], [-1.140, -3.043, -5.271], [-0.955, -3.558, -6.896], [-3.593, -2.374, -7.154], [-3.581, -2.537, -5.467], [-3.338, -6.196, -5.731], [-3.420, -4.757, -4.667], [-2.002, -5.264, -5.551]],
  "homo_lumo_gap_ev": 8.72,
  "homo_energy_ev": -8.00,
  "spin_multiplicity": 1,
  "e_lumo_ev": 0.7,
  "total_charge": 0
}

***

Run two
{
  "formula": "C24H60N4O8",
  "method": "ωB97M-V with the def2-TZVPD basis set",
  "species": ["C", "O", "C", "C", "N", "C", "C", "O", "C", "H", "H", "H", "H", "H", "H", "H", "H", "H", "H", "H", "H", "H", "H", "H", "C", "O", "C", "C", "N", "C", "C", "O", "C", "H", "H", "H", "H", "H", "H", "H", "H", "H", "H", "H", "H", "H", "H", "H", "C", "O", "C", "C", "N", "C", "C", "O", "C", "H", "H", "H", "H", "H", "H", "H", "H", "H", "H", "H", "H", "H", "H", "H", "C", "O", "C", "C", "N", "C", "C", "O", "C", "H", "H", "H", "H", "H", "H", "H", "H", "H", "H", "H", "H", "H", "H", "H"],
  "coordinates": [[0.340, -5.312, -1.185], [1.560, -4.579, -1.074], [1.528, -3.487, -0.190], [0.316, -2.584, -0.348], [0.333, -1.407, 0.547], [1.521, -0.562, 0.383], [1.438, 0.593, 1.346], [0.442, 1.474, 0.847], [0.371, 2.694, 1.563], [-0.042, -5.462, -0.174], [0.566, -6.247, -1.690], [-0.328, -4.750, -1.843], [2.378, -2.870, -0.472], [1.569, -3.805, 0.861], [-0.646, -3.079, -0.184], [0.207, -2.266, -1.404], [-0.407, -0.813, 0.182], [1.592, -0.133, -0.630], [2.438, -1.131, 0.536], [2.372, 1.158, 1.446], [1.137, 0.190, 2.324], [1.346, 3.035, 1.923], [-0.293, 2.535, 2.424], [-0.085, 3.445, 0.921], [3.939, -2.111, 4.138], [5.275, -2.135, 3.711], [5.528, -1.470, 2.481], [5.194, -0.003, 2.471], [6.136, 0.733, 3.322], [5.720, 2.028, 3.825], [5.600, 3.070, 2.727], [4.500, 2.786, 1.876], [4.728, 3.183, 0.550], [3.566, -1.100, 4.338], [3.875, -2.662, 5.077], [3.244, -2.604, 3.443], [5.009, -1.976, 1.656], [6.599, -1.613, 2.324], [4.145, 0.125, 2.748], [5.411, 0.321, 1.450], [6.477, 0.112, 4.042], [6.544, 2.351, 4.467], [4.793, 1.996, 4.418], [6.554, 3.118, 2.195], [5.391, 4.027, 3.223], [4.910, 4.262, 0.463], [3.871, 2.918, -0.068], [5.598, 2.675, 0.107], [-4.598, -9.088, -5.713], [-4.570, -7.778, -5.202], [-4.644, -7.735, -3.786], [-3.288, -7.883, -3.151], [-3.341, -7.843, -1.719], [-2.095, -7.743, -1.042], [-2.297, -7.887, 0.456], [-3.361, -7.095, 0.882], [-3.696, -7.314, 2.236], [-3.732, -9.667, -5.381], [-4.598, -9.039, -6.803], [-5.534, -9.613, -5.477], [-5.340, -8.502, -3.419], [-5.100, -6.771, -3.549], [-2.656, -7.051, -3.524], [-2.749, -8.762, -3.522], [-4.097, -7.369, -1.257], [-1.515, -6.823, -1.224], [-1.398, -8.539, -1.335], [-1.353, -7.592, 0.952], [-2.381, -8.959, 0.692], [-4.123, -8.322, 2.362], [-4.461, -6.585, 2.480], [-2.801, -7.313, 2.866], [-1.958, 5.827, 2.073], [-1.686, 6.624, 0.931], [-2.801, 7.408, 0.508], [-2.332, 8.376, -0.535], [-2.167, 7.725, -1.826], [-1.697, 8.604, -2.874], [-2.719, 9.667, -3.269], [-2.277, 10.915, -2.761], [-3.136, 11.978, -3.095], [-0.993, 5.588, 2.510], [-2.440, 4.892, 1.749], [-2.650, 6.311, 2.766], [-3.305, 7.917, 1.341], [-3.536, 6.690, 0.117], [-1.394, 8.849, -0.200], [-3.038, 9.212, -0.563], [-1.596, 6.904, -1.681], [-1.448, 7.963, -3.722], [-0.786, 9.176, -2.626], [-3.713, 9.456, -2.858], [-2.773, 9.734, -4.363], [-4.189, 11.675, -3.117], [-2.908, 12.375, -4.092], [-2.984, 12.738, -2.332]],
  "homo_lumo_gap_ev": 9.17,
  "homo_energy_ev": -8.40,
  "spin_multiplicity": 1,
  "e_lumo_ev": 0.8,
  "total_charge": 0
}

***

Run three
{
  "formula": "C24H60N4O8",
  "method": "ωB97M-V with the def2-TZVPD basis set",
  "species": ["C", "O", "C", "C", "N", "C", "C", "O", "C", "H", "H", "H", "H", "H", "H", "H", "H", "H", "H", "H", "H", "H", "H", "H", "C", "O", "C", "C", "N", "C", "C", "O", "C", "H", "H", "H", "H", "H", "H", "H", "H", "H", "H", "H", "H", "H", "H", "H", "C", "O", "C", "C", "N", "C", "C", "O", "C", "H", "H", "H", "H", "H", "H", "H", "H", "H", "H", "H", "H", "H", "H", "H", "C", "O", "C", "C", "N", "C", "C", "O", "C", "H", "H", "H", "H", "H", "H", "H", "H", "H", "H", "H", "H", "H", "H", "H"],
  "coordinates": [[-4.798, -7.631, -1.732], [-5.481, -6.847, -0.711], [-4.679, -5.736, -0.111], [-5.747, -5.089, 0.827], [-5.272, -3.974, 1.508], [-6.352, -3.322, 2.317], [-7.236, -2.487, 1.429], [-6.416, -1.680, 0.519], [-7.106, -0.656, -0.201], [-4.719, -7.062, -2.658], [-5.443, -8.477, -1.972], [-3.914, -8.048, -1.251], [-4.093, -5.108, -0.782], [-3.865, -6.146, 0.488], [-5.995, -5.807, 1.608], [-6.561, -4.822, 0.153], [-5.170, -3.229, 0.834], [-5.824, -2.749, 3.080], [-6.791, -4.079, 2.966], [-7.691, -1.755, 2.096], [-8.011, -3.070, 0.930], [-6.466, 0.003, -0.787], [-7.764, -0.035, 0.406], [-7.856, -1.085, -0.866], [2.069, 4.154, 8.665], [2.607, 2.851, 8.345], [1.909, 1.719, 8.780], [0.608, 1.601, 7.809], [0.929, 0.582, 6.786], [-0.319, 0.409, 6.078], [-0.457, 1.257, 4.875], [-0.557, 2.631, 5.223], [0.075, 3.411, 4.216], [1.691, 4.223, 9.685], [1.219, 4.336, 8.007], [2.933, 4.818, 8.688], [1.611, 1.753, 9.828], [2.623, 0.896, 8.810], [0.357, 2.568, 7.373], [-0.218, 1.333, 8.468], [1.600, 1.075, 6.214], [-1.176, 0.448, 6.750], [-0.402, -0.649, 5.829], [-1.394, 1.025, 4.369], [0.301, 1.001, 4.135], [-0.109, 4.426, 4.569], [-0.479, 3.228, 3.295], [1.157, 3.368, 4.088], [4.057, -0.329, 0.783], [3.792, 0.191, -0.502], [4.903, 0.820, -1.190], [5.654, 1.904, -0.324], [6.697, 2.705, -0.966], [6.351, 3.157, -2.311], [5.252, 4.245, -2.434], [5.288, 5.092, -1.252], [4.022, 5.749, -1.145], [4.022, 0.562, 1.410], [4.910, -1.008, 0.773], [3.188, -0.951, 0.998], [4.530, 1.151, -2.159], [5.702, 0.126, -1.448], [6.097, 1.575, 0.616], [4.894, 2.572, 0.083], [6.970, 3.549, -0.484], [6.443, 2.460, -3.144], [7.276, 3.728, -2.390], [4.312, 3.694, -2.461], [5.431, 4.809, -3.349], [3.481, 6.212, -1.970], [4.032, 6.603, -0.469], [3.331, 5.048, -0.674], [0.070, 3.146, -6.283], [0.310, 1.778, -5.992], [-0.808, 1.164, -5.346], [-0.471, -0.207, -4.792], [-0.233, -1.156, -5.855], [0.439, -2.257, -5.224], [0.419, -3.604, -6.106], [1.660, -3.854, -6.785], [1.767, -3.262, -8.023], [-0.234, 3.709, -5.400], [-0.685, 3.268, -7.059], [0.923, 3.728, -6.632], [-1.800, 1.340, -5.760], [-1.003, 1.740, -4.441], [-1.365, -0.601, -4.308], [0.348, 0.061, -4.125], [0.384, -0.535, -6.359], [-0.065, -2.336, -4.261], [1.395, -1.837, -4.912], [-0.470, -3.624, -6.737], [0.158, -4.452, -5.472], [2.629, -3.673, -8.549], [1.767, -2.175, -7.948], [0.902, -3.597, -8.597]],
  "homo_lumo_gap_ev": 9.04,
  "homo_energy_ev": -8.65,
  "spin_multiplicity": 1,
  "e_lumo_ev": 0.4,
  "total_charge": 0
}

***

Most stable = run two